(1)
Here is a structure of composition C3ErO3 at a distorted geometry from OMol25. Energies are from ωB97M-V/def2-TZVPD.

Its expectation value of S² is 3.944. For the HOMO energy (alpha / beta), the calculation gives -13.66 / -11.84 eV. The calculation puts the LUMO energy (alpha / beta) at -5.7 / -5.6 eV. Its spin multiplicity is 4. As for the charge: +1. The orbital gap (alpha / beta) is 8.0 / 6.2 eV.

Geometry as XYZ:
```
7
Properties=species:S:1:pos:R:3:forces:R:3
O -0.923 0.349 1.130 0.46 -1.16 -1.56
C 3.446 -0.851 -0.255 0.31 -0.27 0.00
Er 0.592 1.412 -0.150 -0.09 0.13 0.30
O -2.505 -1.187 0.058 4.08 0.68 0.67
C -1.479 -0.365 0.090 -5.98 -0.71 1.50
C -1.740 0.730 -0.686 1.52 1.11 -0.88
O 2.609 -0.089 -0.186 -0.31 0.21 -0.02
```
Positions in Å, forces in eV/Å.

natural (NBO) population analysis, charges in e, atoms 1 to 6: atom 1 (O): -0.75, atom 2 (C): 0.71, atom 3 (Er): 1.74, atom 4 (O): -0.36, atom 5 (C): 0.31, atom 6 (C): 0.02

=====

(2)
Here is an isolated molecule of C3F2O at a distorted geometry from OMol25. Energies are from ωB97M-V/def2-TZVPD.

Its relative energy (zero: lowest compared OMol25 entry of this formula, charge and spin) is 90.75 kJ/mol. For the HOMO energy, the calculation gives -10.97 eV. The calculation puts the LUMO energy at -0.4 eV. Its spin multiplicity is 1. The orbital gap is 10.6 eV. As for the SMILES: O=c1c(F)c1F.

Geometry as XYZ:
```
6
Properties=species:S:1:pos:R:3:forces:R:3
F 0.924 1.894 -0.173 -0.07 -0.45 0.04
C 0.420 0.698 -0.085 -0.49 0.65 -0.11
C 0.501 -0.774 0.069 -0.06 0.12 -0.06
O 1.123 -1.762 0.190 0.42 -0.53 0.07
C -0.696 -0.017 -0.032 -4.97 -0.10 0.33
F -2.272 -0.039 0.030 5.17 0.31 -0.28
```
Positions in Å, forces in eV/Å.

Okay, here come the natural (NBO) numbers, in e, for every atom: atom 1 (F): -0.24, atom 2 (C): 0.34, atom 3 (C): 0.49, atom 4 (O): -0.51, atom 5 (C): 0.26, atom 6 (F): -0.34

=====

(3)
Here is a structure of composition C3FLuO3 at a distorted geometry from OMol25. Energies are from ωB97M-V/def2-TZVPD.

Its relative energy (zero: lowest compared OMol25 entry of this formula, charge and spin) is 81.67 kJ/mol. For the HOMO energy, the calculation gives -8.68 eV. The calculation puts the LUMO energy at -2.0 eV. Its spin multiplicity is 1. The orbital gap is 6.7 eV.

Geometry as XYZ:
```
8
Properties=species:S:1:pos:R:3:forces:R:3
F 2.792 -1.295 0.207 0.16 -0.38 0.07
C 1.676 -0.698 -0.122 0.19 1.24 0.01
O -1.587 -0.209 1.407 0.94 -0.18 -0.99
C 0.501 -0.619 -0.450 -1.44 0.42 -0.21
O -0.673 -0.322 -0.839 1.27 -0.29 -0.24
O -2.947 0.259 -0.332 1.68 -0.50 -0.55
Lu 2.178 2.946 -0.130 -0.40 -1.07 0.01
C -1.940 -0.063 0.259 -2.40 0.76 1.90
```
Positions in Å, forces in eV/Å.

natural (NBO) population analysis, charges in e, atoms 1 to 6: atom 1 (F): -0.30, atom 2 (C): 0.00, atom 3 (O): -0.67, atom 4 (C): 0.32, atom 5 (O): -0.61, atom 6 (O): -0.65

=====

(4)
Here is a structure of composition C3FeLiO6 at a distorted geometry from OMol25. Energies are from ωB97M-V/def2-TZVPD.

Its expectation value of S² is 12.014. For the HOMO energy (alpha / beta), the calculation gives -13.40 / -13.25 eV. The calculation puts the LUMO energy (alpha / beta) at -5.4 / -8.0 eV. Its spin multiplicity is 7. As for the charge: +1. The orbital gap (alpha / beta) is 8.0 / 5.3 eV.

Geometry as XYZ:
```
11
Properties=species:S:1:pos:R:3:forces:R:3
Li -3.282 -1.756 0.425 -0.29 0.26 -0.12
O -3.927 0.064 -0.348 1.49 0.16 0.09
O -1.939 -0.135 0.593 1.39 -1.04 1.09
O 0.620 2.043 0.409 1.51 1.43 -3.63
C 1.294 1.550 -0.535 -1.68 -1.34 5.37
O 2.347 -1.860 -0.139 -1.28 1.45 0.30
O 1.442 0.190 -0.168 -0.93 2.08 -1.78
C 2.654 -0.702 -0.393 5.05 -3.20 -1.03
O 3.676 -0.127 -0.720 -2.29 0.49 0.38
C -2.790 0.450 -0.155 -2.47 0.30 -0.78
Fe -0.096 0.283 1.031 -0.50 -0.59 0.10
```
Positions in Å, forces in eV/Å.

natural (NBO) population analysis, charges in e, atoms 1 to 6: atom 1 (Li): 0.96, atom 2 (O): -0.62, atom 3 (O): -0.97, atom 4 (O): -0.67, atom 5 (C): 0.93, atom 6 (O): -0.63

=====

(5)
Here is a cluster of 2 separate species, C3H10BN in total at a distorted geometry from OMol25. Energies are from ωB97M-V/def2-TZVPD.

Its relative energy (zero: lowest compared OMol25 entry of this formula, charge and spin) is 369.92 kJ/mol. For the HOMO energy, the calculation gives -8.17 eV. The calculation puts the LUMO energy at 0.5 eV. Its spin multiplicity is 1. The orbital gap is 8.7 eV.

Geometry as XYZ:
```
15
Properties=species:S:1:pos:R:3:forces:R:3
H -1.358 2.114 1.498 -0.80 -0.18 0.15
C -0.718 1.837 0.673 2.14 -1.34 3.39
H 0.211 2.329 1.095 -0.45 0.00 -1.15
H 0.780 -1.491 1.010 -0.23 0.21 1.37
H 0.619 -0.433 2.662 0.71 0.00 -1.71
B -0.259 0.351 0.655 -0.62 -0.29 -2.77
H -0.034 -2.080 -1.495 -0.04 1.04 -0.78
H 0.358 -1.167 -2.987 0.03 -0.53 -1.99
N -0.313 0.054 -1.525 0.41 -0.40 4.47
H -1.070 2.128 -0.247 -0.53 1.14 -1.99
C 0.412 -1.140 -1.948 0.67 -1.32 2.76
H 0.313 0.834 -1.629 0.27 0.56 -0.35
H 1.502 -1.298 -1.637 -0.97 0.79 -0.37
H -0.648 -1.256 2.216 0.06 -0.14 -1.44
C 0.204 -0.781 1.660 -0.65 0.47 0.40
```
Positions in Å, forces in eV/Å.

natural (NBO) population analysis, charges in e, atoms 1 to 6: atom 1 (H): 0.25, atom 2 (C): -1.08, atom 3 (H): 0.26, atom 4 (H): 0.27, atom 5 (H): 0.27, atom 6 (B): 1.05

=====

(6)
Here is a structure of composition C3H10ClN2O3V at a distorted geometry from OMol25. Energies are from ωB97M-V/def2-TZVPD.

Its expectation value of S² is 2.059. For the HOMO energy (alpha / beta), the calculation gives -9.18 / -9.18 eV. The calculation puts the LUMO energy (alpha / beta) at -2.2 / -2.3 eV. Its spin multiplicity is 3. The orbital gap (alpha / beta) is 7.0 / 6.9 eV.

Geometry as XYZ:
```
20
Properties=species:S:1:pos:R:3:forces:R:3
H 1.447 -1.073 4.203 0.08 0.09 0.14
H -1.213 -1.359 -5.689 0.13 -0.87 -0.14
H 2.968 0.660 3.237 0.06 0.11 0.16
O 0.402 3.563 1.356 -0.59 0.53 -2.63
H -1.793 -0.498 -1.989 -0.07 -0.03 -0.26
Cl -0.768 0.872 0.092 0.25 1.78 -0.65
H -1.773 -2.159 -2.513 0.02 0.37 0.53
O 1.837 -0.110 1.799 0.30 -0.18 -0.59
H 1.013 0.091 1.350 -0.27 0.05 -0.19
N -1.818 -1.176 -2.737 -0.42 -1.62 3.90
N -1.413 -1.737 -4.774 2.33 -7.36 -6.34
V -0.073 3.395 -0.161 0.20 -2.43 3.20
H 1.606 1.687 2.806 -0.21 0.07 0.06
H 0.068 -0.115 3.690 -0.21 0.05 0.38
H -1.091 -2.611 -4.384 0.20 -0.10 -1.04
H 1.128 0.500 5.025 -0.16 -0.10 0.04
C -1.681 -0.859 -3.985 -2.34 10.15 3.04
O -1.841 0.327 -4.382 0.23 -0.42 0.40
C 1.912 0.654 2.970 -0.02 -0.76 1.08
C 1.081 -0.053 4.087 0.50 0.68 -1.10
```
Positions in Å, forces in eV/Å.

Mulliken population analysis, charges in e, atoms 1 to 6: atom 1 (H): 0.25, atom 2 (H): 0.25, atom 3 (H): 0.27, atom 4 (O): -0.62, atom 5 (H): 0.17, atom 6 (Cl): -0.58

=====

(7)
Here is a structure of composition C3H10F4N2O10S4Tl at a distorted geometry from OMol25. Energies are from ωB97M-V/def2-TZVPD.

Its expectation value of S² is 1.485. For the HOMO energy (alpha / beta), the calculation gives -18.04 / -17.78 eV. The calculation puts the LUMO energy (alpha / beta) at -14.8 / -14.5 eV. Its spin multiplicity is 2. As for the charge: +2. The orbital gap (alpha / beta) is 3.2 / 3.3 eV.

Geometry as XYZ:
```
34
Properties=species:S:1:pos:R:3:forces:R:3
F 0.746 0.582 2.197 -1.07 -0.82 0.06
O 3.499 3.726 1.656 -1.39 -1.78 -2.41
O -0.791 -0.691 -1.303 -0.07 1.07 -0.34
O -1.748 -2.767 1.816 1.32 0.00 1.37
O -0.700 -0.210 3.941 -0.37 -1.26 -3.20
F 1.982 0.182 -0.484 -0.43 -0.82 -0.58
C 0.634 -2.541 -1.307 1.13 -1.03 1.01
H -1.680 -1.544 -3.707 -0.03 -0.06 0.19
Tl -1.002 2.219 -0.177 -0.44 0.77 0.00
O -3.366 2.808 1.454 0.63 -0.35 -0.38
N -1.289 -0.289 1.306 2.71 -0.54 2.51
H 0.038 -1.182 -3.733 0.17 0.50 0.09
H 0.676 -2.612 -0.220 -0.18 -0.22 0.34
H -4.154 3.272 1.173 -0.33 0.26 -0.20
H -1.515 -2.510 -1.568 -0.60 -1.02 0.77
O -3.285 -1.042 2.675 1.60 0.00 -0.18
F 1.848 4.728 0.209 -0.13 -1.38 0.49
H -3.531 2.589 2.372 -0.03 -0.01 0.42
F -2.982 -1.580 0.393 -0.23 0.91 -0.46
C -0.707 -1.875 -3.342 0.41 0.11 -0.54
H 1.469 -1.874 -1.523 0.03 0.11 -0.40
O 3.775 4.021 -0.800 -0.81 -2.30 0.93
C -0.624 -1.936 -1.822 -0.21 0.42 -2.54
H -0.405 -2.802 -3.829 -0.30 -0.32 0.37
O 3.708 1.455 -1.478 -1.34 0.19 3.61
S 2.989 1.369 -0.186 2.90 -9.90 -3.44
H -1.093 -0.753 -0.394 -0.37 0.05 0.78
S -0.216 -0.644 2.628 7.05 3.23 3.55
H 0.769 -3.539 -1.723 -0.08 0.04 -0.04
S -2.234 -1.423 1.768 -8.25 -3.53 -2.35
O 0.720 -1.762 2.583 -2.78 1.63 -0.86
S 2.969 3.574 0.307 0.81 10.07 2.35
O 3.640 0.751 0.992 -0.14 2.27 -1.68
N 1.861 2.302 0.127 0.82 3.71 0.75
```
Positions in Å, forces in eV/Å.

natural (NBO) population analysis, charges in e, atoms 1 to 6: atom 1 (F): -0.48, atom 2 (O): -0.74, atom 3 (O): -0.46, atom 4 (O): -0.64, atom 5 (O): -0.66, atom 6 (F): -0.52

=====

(8)
Here is a cluster of 2 separate species, C3H10INOP in total at a distorted geometry from OMol25. Energies are from ωB97M-V/def2-TZVPD.

Its relative energy (zero: lowest compared OMol25 entry of this formula, charge and spin) is 117.15 kJ/mol. For the HOMO energy, the calculation gives -12.19 eV. The calculation puts the LUMO energy at -4.9 eV. Its spin multiplicity is 1. As for the charge: +1. The orbital gap is 7.3 eV.

Geometry as XYZ:
```
17
Properties=species:S:1:pos:R:3:forces:R:3
I -0.514 -0.273 -0.804 -0.69 0.06 -0.30
H 4.025 -0.406 -1.051 -0.46 1.76 0.27
H 3.429 1.275 -1.659 0.81 -2.28 2.01
N 3.527 0.510 -0.866 -2.23 1.43 -1.74
H 2.829 -1.397 0.434 0.54 -0.66 0.18
H -4.901 -0.415 -0.174 1.24 -0.05 -0.11
H -2.836 0.917 2.073 -0.72 2.20 1.90
O -2.588 0.301 1.444 0.35 -2.05 -2.84
H -3.654 -1.298 -1.121 0.80 -2.07 0.10
C 2.560 -0.499 0.961 -1.42 -3.05 3.51
C -3.964 -0.362 -0.800 -1.55 1.11 0.70
H 1.871 1.342 0.073 -0.12 0.77 -0.05
H 3.176 -0.361 1.878 0.12 0.18 -0.78
H -4.348 0.047 -1.710 -0.07 0.84 -0.81
H 1.568 -0.723 1.408 0.39 0.48 -0.47
C 2.570 0.538 0.052 2.49 1.41 -2.78
P -2.750 0.804 -0.139 0.54 -0.06 1.21
```
Positions in Å, forces in eV/Å.

natural (NBO) population analysis, charges in e, atoms 1 to 6: atom 1 (I): -0.29, atom 2 (H): 0.45, atom 3 (H): 0.46, atom 4 (N): -0.65, atom 5 (H): 0.25, atom 6 (H): 0.27

=====

(9)
Here is the ion C3H10INOP with charge +1 at a distorted geometry from OMol25. Energies are from ωB97M-V/def2-TZVPD.

Its relative energy (zero: lowest compared OMol25 entry of this formula, charge and spin) is 42.08 kJ/mol. For the HOMO energy, the calculation gives -13.93 eV. The calculation puts the LUMO energy at -3.8 eV. Its spin multiplicity is 1. As for the charge: +1. The orbital gap is 10.1 eV. As for the SMILES: C[C@H]([NH3+])[P@](C)(=O)I.

Geometry as XYZ:
```
17
Properties=species:S:1:pos:R:3:forces:R:3
H -1.377 1.888 0.576 0.44 -0.81 0.06
H -0.277 0.041 -2.949 0.33 -0.08 -0.44
H 1.227 0.180 -2.025 0.51 0.60 -0.13
P -0.569 -0.952 -0.940 -0.39 1.39 0.40
I 0.879 -2.878 -0.960 0.21 0.15 0.06
C -0.398 1.385 0.732 -0.05 -0.02 -1.07
H -1.273 -0.492 1.409 -0.07 0.06 -0.47
H -0.227 1.345 -1.863 0.19 0.29 0.29
H 0.994 -1.665 1.599 -0.15 0.45 -0.83
C 0.166 0.355 -2.005 -0.98 -2.05 -0.45
H 0.721 -0.376 2.611 0.13 -0.16 -1.71
H -0.054 1.698 1.695 0.53 0.87 0.41
N 0.794 -0.649 1.576 0.13 2.01 1.38
O -1.944 -1.348 -1.258 0.02 0.21 0.22
H 0.229 1.658 -0.150 -0.08 0.36 1.47
H 1.545 -0.067 1.149 0.20 -1.10 0.71
C -0.436 -0.123 0.803 -0.96 -2.14 0.12
```
Positions in Å, forces in eV/Å.

natural (NBO) population analysis, charges in e, atoms 1 to 6: atom 1 (H): 0.28, atom 2 (H): 0.29, atom 3 (H): 0.26, atom 4 (P): 1.66, atom 5 (I): -0.06, atom 6 (C): -0.66

=====

(10)
Here is a cluster of 2 separate species, C3H10N in total at a distorted geometry from OMol25. Energies are from ωB97M-V/def2-TZVPD.

Its relative energy (zero: lowest compared OMol25 entry of this formula, charge and spin) is 268.26 kJ/mol. For the HOMO energy, the calculation gives -14.87 eV. The calculation puts the LUMO energy at -6.3 eV. Its spin multiplicity is 1. As for the charge: +1. The orbital gap is 8.6 eV.

Geometry as XYZ:
```
14
Properties=species:S:1:pos:R:3:forces:R:3
H 2.175 -0.854 0.778 0.64 0.01 0.68
H -2.129 2.281 -1.925 1.51 -0.16 -0.82
H -0.316 2.680 -1.754 -0.96 -1.37 -0.94
C 0.174 -1.370 2.672 -4.39 0.46 -3.02
H 1.052 -0.981 -0.519 -0.13 0.13 1.36
C -1.112 2.239 -2.456 -0.87 4.57 -0.22
C 1.248 -1.327 0.545 -0.93 0.39 -3.25
H -0.852 -1.509 3.173 1.85 1.12 -0.07
N 0.119 -0.878 1.433 4.35 -3.71 3.17
H -1.138 3.124 -3.311 -0.17 -2.41 2.02
H 1.296 -2.420 0.318 -0.12 0.70 1.31
H -0.553 -0.328 0.983 -1.88 0.79 -0.07
H 0.997 -1.967 3.015 0.60 0.13 -0.15
H -0.961 1.310 -2.955 0.49 -0.66 -0.01
```
Positions in Å, forces in eV/Å.

natural (NBO) population analysis, charges in e, atoms 1 to 6: atom 1 (H): 0.26, atom 2 (H): 0.22, atom 3 (H): 0.22, atom 4 (C): 0.15, atom 5 (H): 0.26, atom 6 (C): -0.89

=====

Energy, respectively: -36859.1081, -10589.1048, -45583.6632, -49976.7091, -5436.6796, -50604.5404, -85598.9761, -24193.3336, -24194.1116, -4754.0847 eV.